Molecular formula: C3H3N3O3
Method: DFT, wB97M-V/def2-TZVPD

Each line ends with the natural charge from an NBO analysis.
Geometry (Å):
1 N 1.58 -0.38 1.42  -0.226
2 C 1.35 0.31 0.51  0.304
3 N 1.45 1.03 -0.70  0.465
4 O 2.10 0.48 -1.55  -0.269
5 O 0.93 2.12 -0.75  -0.322
6 C -1.50 -0.15 0.94  -0.665
7 C -0.66 -0.58 -0.18  0.151
8 N -0.41 -1.16 -1.16  0.203
9 O 0.05 -1.67 -2.14  -0.386
10 H -1.09 -0.51 1.86  0.257
11 H -1.35 0.93 1.04  0.246
12 H -2.45 -0.42 0.71  0.242

The net charge is 0. The LUMO energy is -1.5 eV. Its SMILES is N#C[N+](=O)[O-].CC#[N+][O-]. The molecular weight comes out at 129.07 g/mol. The calculation puts the gap between HOMO and LUMO at 8.46 eV.

***

Molecular formula: C3H3N3O3
Method: DFT, wB97M-V/def2-TZVPD

Each line ends with the natural charge from an NBO analysis.
Geometry (Å):
1 O -0.14 2.60 -0.40  -0.602
2 C -0.16 1.27 -0.16  0.710
3 N 0.43 0.64 -1.25  -0.555
4 C 0.45 -0.66 -1.20  0.693
5 O 0.85 -1.33 -2.27  -0.615
6 N 0.19 -1.41 -0.11  -0.598
7 C -0.30 -0.65 0.95  0.740
8 O -0.64 -1.28 2.06  -0.629
9 N -0.44 0.72 0.96  -0.628
10 H -0.52 2.89 0.42  0.480
11 H 1.13 -2.11 -1.83  0.490
12 H -0.85 -0.67 2.82  0.514

The net charge is 0. The LUMO energy is 0.5 eV. Its SMILES is Oc1nc(O)nc(O)n1. The molecular weight comes out at 129.07 g/mol. The calculation puts the gap between HOMO and LUMO at 10.74 eV.

***

Molecular formula: C3H3N3OS
Method: DFT, wB97M-V/def2-TZVPD

Each line ends with the natural charge from an NBO analysis.
Geometry (Å):
1 S 2.61 0.26 0.00  0.150
2 N 1.28 -0.81 0.00  -0.577
3 C 0.11 -0.31 -0.01  0.449
4 C -0.33 1.07 -0.01  -0.266
5 C -1.65 1.31 0.01  -0.030
6 N -2.60 0.28 0.00  -0.202
7 N -2.26 -0.91 0.00  0.210
8 O -0.90 -1.25 0.00  -0.333
9 H 3.53 -0.71 0.04  0.131
10 H 0.40 1.87 -0.01  0.245
11 H -2.08 2.31 0.01  0.224

The net charge is 0. The LUMO energy is -0.8 eV. Its SMILES is S/N=c1\ccnno1. The molecular weight comes out at 129.14 g/mol. The calculation puts the gap between HOMO and LUMO at 7.92 eV.

***

Molecular formula: C3H3N3OS
Method: DFT, wB97M-V/def2-TZVPD

Each line ends with the natural charge from an NBO analysis.
Geometry (Å):
1 C 2.08 1.10 -0.30  -0.270
2 C -0.76 0.72 -1.10  0.003
3 C 0.11 -0.58 0.36  0.807
4 N 2.17 2.25 -0.20  -0.669
5 N -0.23 -0.45 -0.90  -0.487
6 N -0.42 0.39 1.22  -0.727
7 O 0.84 -1.62 0.69  -0.597
8 S -1.10 1.66 0.33  0.681
9 H -1.36 0.91 -2.03  0.250
10 H 0.24 0.72 1.99  0.475
11 H 0.89 -2.25 -0.09  0.535

The net charge is 0. The LUMO energy is -1.4 eV. The molecular weight comes out at 129.14 g/mol. The calculation puts the gap between HOMO and LUMO at 7.09 eV.

***

Molecular formula: C3H3N3S
Method: DFT, wB97M-V/def2-TZVPD

Each line ends with the natural charge from an NBO analysis.
Geometry (Å):
1 S 0.70 1.97 1.02  0.242
2 C -0.07 0.54 1.25  -0.282
3 C -0.14 -0.23 0.14  0.095
4 N 0.24 0.25 -1.18  -0.439
5 C -0.01 -0.78 -1.94  0.158
6 N -0.50 -1.92 -1.13  -0.232
7 N -0.47 -1.56 0.15  -0.161
8 H 0.74 2.55 2.27  0.131
9 H -0.56 0.34 2.30  0.280
10 H 0.08 -1.15 -2.88  0.208

The net charge is 0. The LUMO energy is -1.3 eV. Its SMILES is S/C=C1\N=CN=N1. The molecular weight comes out at 113.15 g/mol. The calculation puts the gap between HOMO and LUMO at 7.87 eV.

***

Molecular formula: C3H3N5
Method: DFT, wB97M-V/def2-TZVPD

Each line ends with the natural charge from an NBO analysis.
Geometry (Å):
1 C 0.38 -0.32 -0.16  0.171
2 C 1.75 0.01 -0.17  -0.078
3 C 3.05 -0.10 0.10  -0.133
4 H -1.48 2.42 -0.48  0.404
5 H -0.30 2.31 1.14  0.384
6 H 4.10 -0.01 0.42  0.260
7 N -0.54 1.99 -0.08  -0.632
8 N -0.70 0.59 -0.05  -0.008
9 N -1.78 -0.06 0.14  -0.068
10 N -1.53 -1.32 0.05  -0.069
11 N -0.22 -1.53 -0.01  -0.229

The net charge is 0. The LUMO energy is -0.1 eV. The molecular weight comes out at 109.09 g/mol. The calculation puts the gap between HOMO and LUMO at 9.46 eV.

***

no.,E_tot (eV)
1,-13764.279
2,-13772.915
3,-20508.995
4,-20509.074
5,-18462.083
6,-10603.637